Computed, not measured: a cluster of 17 separate species, H34O17 in total, with ωB97M-V/def2-TZVPD.

Geometry as XYZ:
```
51
Properties=species:S:1:pos:R:3
O -2.4806 -1.9451 2.4876
H -1.9475 -1.1192 2.8065
H -2.3311 -2.6615 3.0087
O -0.4327 1.8478 1.0355
H -0.2394 1.5415 0.1822
H -1.3799 1.6949 0.9317
O 1.7378 -3.3989 -2.3301
H 1.0716 -3.1339 -2.9814
H 1.3372 -3.5000 -1.4739
O -0.3846 -1.6398 0.9083
H -0.9337 -1.9307 1.5947
H -0.5536 -2.0391 -0.0170
O -0.8835 -2.1359 -1.5694
H -1.7887 -2.1790 -1.8400
H -0.6597 -1.1275 -1.9085
O 2.5051 3.1968 -0.0648
H 1.9416 2.6783 0.5877
H 2.2348 4.0557 -0.0886
O -1.3221 0.1635 3.5462
H -1.1508 0.6751 2.7155
H -0.4741 -0.2297 3.7192
O -4.6026 -0.9881 1.5324
H -4.0002 -1.5264 2.0008
H -5.2823 -1.4715 1.1532
O -0.5529 0.6426 -1.6936
H 0.3645 0.5900 -1.8731
H -0.9047 1.3437 -2.1232
O 2.0805 1.8807 -2.4236
H 2.4538 2.5728 -1.8440
H 2.4333 1.0316 -2.0072
O -2.8919 0.8629 1.1284
H -2.7090 0.5646 0.2941
H -3.3454 0.2354 1.6507
O 1.0931 -4.0816 0.2173
H 1.9812 -3.9558 0.4922
H 0.3835 -3.4881 0.6817
O -0.0905 4.5577 0.4369
H -0.6732 4.2564 -0.1917
H -0.3746 3.9389 1.1935
O 4.1032 -0.6407 0.3949
H 3.2925 -0.7969 0.8878
H 4.3100 0.2134 0.6171
O -1.0200 2.7966 -3.2521
H -1.4087 3.3891 -3.8084
H -0.1103 2.7200 -3.2043
O 2.4664 -0.8223 -2.0541
H 2.1484 -1.7094 -2.3399
H 3.1374 -1.0556 -1.2142
O 1.6282 -0.0027 1.3632
H 1.3182 0.8170 1.4799
H 0.9063 -0.6876 1.2550
```

Output
- ΔE to the lowest compared entry with this formula, charge and spin (eV) = 3.082
- frontier orbital gap (eV) = 10.366
- HOMO (eV) = -10.48
- total charge = 0